The following is a quantum chemistry calculation of a molecular structure, C42H77N14O4RbS in a non-equilibrium geometry, from the OMol25 dataset.

Computed properties:
* energy above the lowest of the compared OMol25 structures with the same formula, charge and spin: 0.0 kcal/mol
* charge: +6
* HOMO energy: -15.806 eV
* E: -3134.1003 Eh
* frontier orbital gap: 5.3 eV

Atoms and positions in Å:
Rb (4.48586, -2.98445, -0.13645)
S (1.15031, -0.19398, 0.30031)
O (1.81222, 1.08501, 0.51363)
O (1.56572, -1.05739, 1.43492)
O (-0.28779, -0.05437, 0.06687)
O (1.54334, -1.00903, -0.83533)
N (5.03705, 2.01058, 5.92178)
N (4.22912, 3.73707, 4.67186)
N (-2.06608, -5.97455, -1.69869)
N (-0.44579, -5.60916, -3.10771)
N (-2.94761, 5.35496, 1.54530)
N (-3.87655, 6.89494, 0.18659)
N (0.41708, -9.33584, 2.54300)
N (-4.25590, -0.52052, 3.96735)
N (-1.38823, 1.05672, -6.08049)
N (-0.29077, 0.49810, -8.00296)
N (5.50816, 3.85509, -1.90796)
N (-2.33931, -0.49845, 5.15297)
N (4.18415, 4.77596, -3.44984)
N (-0.32653, -7.38527, 3.39793)
C (-4.76812, 7.88506, -0.25875)
C (-0.82552, -9.52762, 3.15580)
C (-3.85936, 6.39098, 1.48387)
C (-4.45218, -5.79927, -1.42071)
C (-5.20770, 0.06758, 1.66934)
C (-0.27822, -6.00664, 3.62339)
C (0.74366, -5.13500, -3.85322)
C (3.18580, 5.03074, -4.51214)
C (-2.92499, -0.75188, 3.92787)
C (6.08553, 5.05196, -2.28739)
C (4.46667, 5.74660, 3.05620)
C (-2.48303, 4.73636, 2.82699)
C (1.10797, -10.33923, 0.42165)
C (5.17487, 5.71048, -3.11252)
C (-5.28813, -0.90140, 2.93223)
C (-0.03495, 0.49059, -9.42176)
C (-2.37767, 5.21137, 0.26141)
C (-1.29893, 1.31543, -7.43313)
C (6.21264, 2.77778, -1.22882)
C (-3.03692, -5.71712, -0.74110)
C (-2.87946, 0.42920, -4.20300)
C (-1.20323, -4.97866, -2.13442)
C (0.35755, -0.12390, -7.03715)
C (4.43228, 2.34181, 4.75797)
C (-4.53045, -0.26917, 5.28807)
C (-1.36877, -8.31718, 3.57902)
C (-0.91104, -0.39014, 5.47281)
C (-0.93630, -6.85797, -3.35260)
C (5.48786, 0.75651, 6.48751)
C (-2.98958, 6.13391, -0.57758)
C (-3.38090, -0.22161, 6.00607)
C (3.67677, 4.43454, -5.86880)
C (-0.30310, 0.25287, -5.87215)
C (-4.27732, 9.33417, -0.10750)
C (1.25187, -10.39183, 1.95590)
C (3.68602, 4.42070, 3.43056)
C (-2.24376, 1.62679, -5.06118)
C (-1.96321, -7.16073, -2.44575)
C (5.15705, 3.23265, 6.60148)
C (0.62302, -7.96925, 2.56970)
C (4.33626, 3.66822, -2.65457)
C (4.68474, 4.32218, 5.82355)
H (2.61827, 4.63525, 3.47511)
H (4.13413, 6.37403, 2.22924)
H (-6.27551, -0.86166, 3.39223)
H (5.48091, 5.41566, 2.83284)
H (-4.74875, -6.66866, -2.00748)
H (0.96081, -11.34008, 2.40780)
H (-0.09657, -0.07543, -4.86419)
H (-5.15998, -1.95692, 2.69231)
H (3.79243, 3.71270, 2.60867)
H (4.76638, 4.43510, -5.89822)
H (-4.18337, -0.04494, 1.31411)
H (-5.37361, 1.06930, 2.06574)
H (-2.01771, 1.87377, -8.01452)
H (0.93239, 0.15924, -9.79933)
H (-3.22846, 3.96481, 3.01974)
H (-2.12166, -0.02852, -3.56713)
H (-0.30183, 1.49425, -9.75272)
H (5.95863, 1.73762, -1.43289)
H (-4.35299, 6.92273, 2.28385)
H (-0.67283, -0.27401, -9.86516)
H (-1.29621, -5.69983, 3.86354)
H (-2.22646, -7.97362, 4.13826)
H (0.79795, -4.07019, -3.62667)
H (-0.31878, -1.05787, 4.84714)
H (-5.74049, 7.66771, 0.18325)
H (0.29287, -5.80203, 4.52897)
H (0.49643, -5.14304, -4.91478)
H (7.25701, 2.76338, -1.54057)
H (-1.47891, 4.33678, 2.68497)
H (-5.55204, -0.10093, 5.59541)
H (-5.99245, -0.20773, 0.96474)
H (-5.05870, 7.72727, -1.29739)
H (2.25462, -10.25423, 2.36044)
H (-0.58673, 0.58664, 5.11388)
H (-0.41050, -7.40643, -4.12015)
H (5.22299, 6.61027, -3.70789)
H (4.23435, 1.66814, 3.93736)
H (1.73786, -11.10199, -0.03611)
H (-3.06483, 2.11888, -5.58252)
H (-0.79850, -0.60610, 6.53526)
H (3.65658, 2.83242, -2.73116)
H (-2.50795, 5.48654, 3.61737)
H (-1.68316, 4.40250, 0.08883)
H (6.18359, 3.03226, -0.16934)
H (6.99393, 5.43730, -1.84839)
H (-2.35890, -1.02624, 3.04998)
H (6.57236, 0.85703, 6.44444)
H (-3.63863, 0.82263, -3.52699)
H (4.65738, 5.40123, 5.78771)
H (-5.07102, 9.78083, 0.49136)
H (-2.96997, -6.46353, 0.05041)
H (-3.27912, 0.23365, 6.98012)
H (-2.52151, -8.06895, -2.27302)
H (3.16899, 6.11567, -4.61585)
H (1.28761, -0.65705, -7.16810)
H (3.03872, 4.68263, -6.71700)
H (5.08871, 0.01378, 5.79677)
H (1.32478, -9.32274, 0.09325)
H (0.08189, -10.59697, 0.15930)
H (-2.85958, 6.33522, -1.63066)
H (-5.12877, -5.66834, -0.57621)
H (1.57414, -5.82014, -3.68294)
H (-4.25881, 9.79078, -1.09708)
H (5.35515, 3.22855, 7.66315)
H (4.32727, 6.32995, 3.96635)
H (1.49607, -7.53457, 2.10577)
H (0.23690, -5.49381, 2.81113)
H (-1.24085, -10.51935, 3.25764)
H (2.26751, 4.61395, -4.09845)
H (-1.68521, 2.38093, -4.50674)
H (-2.97813, -4.67768, -0.41829)
H (3.44141, 3.37191, -5.80932)
H (-4.50171, -4.94718, -2.09864)
H (-3.30313, 9.48829, 0.35651)
H (5.30028, 0.64342, 7.55528)
H (-3.35959, -0.22765, -4.92834)
H (-1.14419, -4.01233, -1.65577)